C22H23AuNO6PS3Se2Si as an isolated structure. Source: OMol25; level of theory: the ωB97M-V functional and the def2-TZVPD basis.

Last column: Löwdin charge in e.
Cartesian coordinates (Å):
Au (-0.778, -0.175, -1.167)  0.170
Se (-2.498, 1.594, -0.573)  0.198
P (-1.600, 3.463, -1.397)  0.555
Se (0.879, 1.458, -2.111)  -0.081
C (-3.139, 4.490, -1.510)  -0.475
C (-3.928, 4.810, -0.402)  -0.114
C (-5.109, 5.519, -0.553)  -0.097
C (-5.525, 5.925, -1.819)  -0.116
C (-4.750, 5.616, -2.926)  -0.109
C (-3.564, 4.903, -2.767)  -0.121
C (-0.861, 4.341, 0.051)  -0.452
C (-0.529, 3.700, 1.239)  -0.123
C (0.015, 4.416, 2.300)  -0.091
C (0.246, 5.779, 2.182)  -0.117
C (-0.060, 6.425, 0.989)  -0.111
C (-0.606, 5.709, -0.065)  -0.119
H (-3.613, 4.484, 0.583)  0.102
H (-5.716, 5.745, 0.315)  0.093
H (-6.453, 6.472, -1.939)  0.088
H (-5.070, 5.918, -3.917)  0.090
H (-2.962, 4.653, -3.633)  0.092
H (-0.703, 2.633, 1.322)  0.039
H (0.254, 3.900, 3.222)  0.095
H (0.669, 6.335, 3.010)  0.087
H (0.122, 7.488, 0.884)  0.089
H (-0.845, 6.220, -0.993)  0.100
O (0.767, -1.921, -0.972)  -0.449
S (1.146, -2.158, 0.434)  0.339
O (2.519, -1.788, 0.734)  -0.340
O (0.263, -1.051, 1.230)  -0.408
O (0.719, -3.436, 0.946)  -0.309
C (1.187, -2.005, 3.838)  -0.165
Si (0.658, -0.566, 2.803)  0.354
C (-0.927, 0.151, 3.423)  -0.151
C (2.000, 0.693, 2.737)  -0.156
H (1.320, -1.710, 4.883)  0.026
H (2.130, -2.400, 3.450)  0.035
H (0.451, -2.809, 3.775)  0.039
H (-0.787, 0.701, 4.358)  0.028
H (-1.651, -0.650, 3.595)  0.038
H (-1.358, 0.827, 2.679)  0.012
H (2.174, 1.140, 3.721)  0.028
H (1.770, 1.485, 2.021)  0.031
H (2.914, 0.199, 2.400)  0.029
O (-2.303, -6.801, -1.541)  -0.319
S (-3.013, -5.675, -2.089)  0.604
O (-4.298, -5.936, -2.689)  -0.330
N (-3.120, -4.462, -1.010)  -0.111
C (-2.536, -3.365, -1.436)  -0.777
S (-2.662, -1.879, -0.635)  0.602
C (-1.816, -3.540, -2.764)  -0.199
C (-1.064, -2.636, -3.494)  -0.030
C (-0.508, -3.056, -4.695)  -0.066
C (-0.707, -4.351, -5.167)  -0.093
C (-1.467, -5.257, -4.440)  -0.054
C (-2.001, -4.819, -3.244)  -0.238
H (-0.907, -1.631, -3.130)  0.052
H (0.094, -2.363, -5.270)  0.102
H (-0.265, -4.655, -6.108)  0.092
H (-1.633, -6.268, -4.791)  0.111

The value obtained for the energy relative to the best compared isomer or geometry (same formula, charge and spin) is 25.6 kcal per mole. Its charge is -2. As for the expectation value of S²: 2.011. For the highest occupied orbital energy (alpha / beta), the calculation gives -1.657 / -2.488 eV. Its spin multiplicity is 3.